(1)
Molecular formula: C23H26AsN2S2Sn
Method: DFT, ωB97M-V/def2-TZVPD

The geometry in XYZ format:
```
55
C23H26AsN2S2Sn (ωB97M-V/def2-TZVPD)
Sn -0.33 0.05 -0.46
S 1.35 1.89 -0.29
C 0.57 3.43 0.15
C 1.42 4.53 0.20
C 0.92 5.79 0.51
C -0.43 5.95 0.79
C -1.28 4.86 0.74
C -0.79 3.59 0.43
As -1.99 2.09 0.36
C -2.43 1.72 2.21
C -3.22 0.59 2.45
C -3.53 0.23 3.75
C -3.03 0.97 4.81
C -2.24 2.09 4.57
C -1.94 2.47 3.27
C -3.60 2.85 -0.40
C -4.74 3.05 0.37
C -5.87 3.62 -0.21
C -5.85 3.98 -1.54
C -4.71 3.78 -2.31
C -3.59 3.21 -1.74
H 2.47 4.40 -0.02
H 1.59 6.64 0.53
H -0.83 6.93 1.03
H -2.33 4.98 0.95
H -3.59 0.01 1.61
H -4.14 -0.64 3.94
H -3.26 0.69 5.82
H -1.85 2.66 5.40
H -1.32 3.33 3.08
H -4.75 2.77 1.42
H -6.75 3.78 0.39
H -6.73 4.42 -1.99
H -4.70 4.07 -3.36
H -2.69 3.06 -2.33
C 3.70 -3.86 2.04
C 3.19 -2.91 3.13
N 1.93 -2.27 2.75
C 1.65 -1.10 2.21
S -0.06 -0.76 2.01
N 2.52 -0.18 1.84
C 3.98 -0.20 1.84
C 4.58 0.38 3.12
H 4.59 -4.37 2.40
H 3.95 -3.31 1.13
H 2.95 -4.61 1.80
H 3.94 -2.16 3.37
H 2.99 -3.48 4.04
H 1.11 -2.84 2.90
H 2.10 0.67 1.47
H 4.29 0.41 0.99
H 4.34 -1.21 1.66
H 4.23 1.41 3.26
H 5.66 0.39 3.05
H 4.29 -0.20 3.99
```

As for the total charge: +1. Its energy above the lowest of the compared OMol25 structures with the same formula, charge and spin is 0.00 kcal/mol. The value obtained for the total energy is -115589.6566 eV. For the lowest unoccupied orbital energy, the calculation gives -2.71 eV. The molecular weight is 588.242 g/mol. The HOMO-LUMO gap is 8.09 eV.



(2)
Molecular formula: C23H26BrClN2O2S
Method: DFT, ωB97M-V/def2-TZVPD

The geometry in XYZ format:
```
56
C23H26BrClN2O2S (ωB97M-V/def2-TZVPD)
C -3.60 2.03 4.49
C -2.42 2.59 3.77
C -1.77 1.85 2.79
C -0.66 2.35 2.12
N 0.01 1.66 1.11
C 0.18 0.32 0.94
S -0.33 -0.81 2.04
N 0.83 -0.06 -0.19
C 1.22 0.91 -1.20
C 2.33 1.83 -0.75
C 2.36 3.16 -1.17
C 3.38 4.00 -0.75
C 4.38 3.53 0.09
C 4.34 2.21 0.50
Br 5.71 1.55 1.65
C 3.33 1.36 0.09
C 1.14 -1.46 -0.41
C -0.03 -2.26 -0.99
C 0.33 -3.75 -1.01
C -0.83 -4.58 -1.55
C -1.19 -4.12 -2.97
C -2.35 -4.96 -3.46
O -3.51 -4.66 -3.40
O -1.93 -6.13 -3.95
C -1.56 -2.64 -2.95
C -0.41 -1.80 -2.40
C -0.21 3.64 2.41
C -0.85 4.39 3.37
C -1.94 3.87 4.05
Cl -2.73 4.83 5.25
H -4.48 2.66 4.33
H -3.41 2.01 5.56
H -3.82 1.03 4.15
H -2.13 0.86 2.56
H 0.64 2.25 0.59
H 1.56 0.35 -2.08
H 0.35 1.50 -1.51
H 1.59 3.53 -1.82
H 3.40 5.03 -1.08
H 5.17 4.18 0.41
H 3.31 0.34 0.44
H 2.00 -1.52 -1.08
H 1.41 -1.89 0.56
H -0.89 -2.12 -0.33
H 0.56 -4.08 0.00
H 1.21 -3.90 -1.63
H -0.55 -5.64 -1.57
H -1.70 -4.47 -0.91
H -0.34 -4.30 -3.63
H -2.69 -6.67 -4.23
H -1.81 -2.31 -3.96
H -2.45 -2.50 -2.34
H -0.71 -0.75 -2.38
H 0.46 -1.90 -3.06
H 0.64 4.05 1.89
H -0.51 5.39 3.61
```

Its energy above the lowest of the compared OMol25 structures with the same formula, charge and spin is 0.00 kcal/mol. The value obtained for the total energy is -124750.4691 eV. For the lowest unoccupied orbital energy, the calculation gives 0.46 eV. The molecular weight is 509.897 g/mol. The HOMO-LUMO gap is 8.54 eV.



(3)
Molecular formula: C23H26BrN3O2ReS3Te
Method: DFT, ωB97M-V/def2-TZVPD

The geometry in XYZ format:
```
60
C23H26BrN3O2ReS3Te (ωB97M-V/def2-TZVPD)
Re -1.09 0.79 -0.05
O -1.33 0.44 4.43
C -0.11 0.89 4.75
C 0.22 1.02 6.10
C 1.47 1.45 6.49
C 2.43 1.78 5.54
C 2.11 1.68 4.20
C 0.85 1.25 3.79
C 0.54 1.20 2.31
O -0.77 1.05 2.01
N 1.35 0.11 1.70
N 0.90 -0.47 0.59
C 1.31 -1.67 0.34
C 1.13 -2.48 -0.82
Br 0.11 -1.82 -2.28
C 1.71 -3.68 -0.96
C 1.59 -4.53 -2.14
C 2.72 -4.84 -2.89
C 2.61 -5.62 -4.02
C 1.38 -6.12 -4.41
C 0.25 -5.82 -3.67
C 0.35 -5.03 -2.54
H -1.43 0.52 3.45
H -0.54 0.77 6.82
H 1.69 1.55 7.54
H 3.41 2.11 5.84
H 2.83 1.95 3.45
H 0.93 2.15 1.86
H 1.81 -0.50 2.38
H 1.94 -2.16 1.10
H 2.37 -4.04 -0.17
H 3.68 -4.43 -2.60
H 3.49 -5.85 -4.60
H 1.30 -6.75 -5.29
H -0.71 -6.21 -3.97
H -0.54 -4.81 -1.96
C -1.00 5.49 0.00
C -1.39 4.05 0.01
S -0.04 2.99 -0.27
C -2.67 3.61 0.14
C -3.83 4.55 0.33
S -3.15 1.95 0.06
H -0.08 5.62 0.56
H -1.76 6.13 0.41
H -0.80 5.80 -1.03
H -3.86 4.90 1.36
H -4.76 4.02 0.14
H -3.75 5.41 -0.33
S -2.80 -3.56 -0.13
C -2.37 -2.04 -0.07
N -1.99 -0.92 -0.05
C 0.83 1.50 -3.32
Te -1.22 1.64 -2.65
C -2.07 0.29 -4.12
H 1.13 0.46 -3.38
H 1.43 2.04 -2.60
H 0.92 1.97 -4.30
H -2.03 0.77 -5.09
H -3.12 0.15 -3.84
H -1.57 -0.67 -4.15
```

Its energy above the lowest of the compared OMol25 structures with the same formula, charge and spin is 35.67 kcal/mol. The value obtained for the total energy is -144808.2762 eV. The expectation value of S² is 0.78. For the lowest unoccupied orbital energy (alpha / beta), the calculation gives -1.69 / -1.51 eV. The molecular weight is 866.392 g/mol. As for the spin multiplicity: 2. The HOMO-LUMO gap (alpha / beta) is 5.58 / 5.88 eV.



> Which formula does entry 3 have?

C23H26BrN3O2ReS3Te



> molecular weight of number 3 (C23H26BrN3O2ReS3Te)?

866.392 g/mol



> Number 3 is which compound?

C23H26BrN3O2ReS3Te